69
Properties=species:S:1:pos:R:3 method="wB97M-V/def2-TZVPD" homo_lumo_gap_ev=7.779 total_charge=+1 lumo_ha=-0.094 homo_ev=-10.34
Br 4.01235 3.04840 -2.94853
Se -0.37124 4.15796 -0.90226
Se -1.31059 3.75289 1.15536
S -2.32552 0.33414 1.22309
Mg -0.04221 0.11939 0.21208
O 1.01017 -1.05305 1.43047
O 1.12303 -4.90486 -3.63270
O -0.44571 -1.48180 -0.76005
N 0.89719 1.96811 1.32593
N -2.41702 2.28360 -1.45691
N -3.12356 0.55330 3.70208
N 0.75282 0.94664 -1.63979
N -0.96806 -0.30811 3.43011
C -3.44824 1.94816 -3.59095
C 2.04659 -4.09738 -0.28579
C 1.46293 2.60497 3.98482
C 1.88436 1.64855 -1.72479
C 2.32575 1.79945 3.25894
C 2.43722 2.02382 -2.93438
C 1.30520 -2.90969 -0.01059
C -2.61393 2.90350 -4.15402
C -3.31724 1.68191 -2.23862
C 0.64759 0.91095 -4.02393
C -2.10577 0.16992 2.91382
C 0.14634 0.58522 -2.77913
C 0.36849 3.15387 3.34268
C 2.46375 -2.71525 2.24187
C 1.94834 -4.75015 -1.46680
C 0.13466 2.82528 2.01318
C 0.34990 -2.45618 -0.99252
C 0.29540 -3.13158 -2.23798
C 1.81804 1.64738 -4.11096
C 1.53658 -2.18244 1.18077
C 1.08792 -4.23016 -2.47367
C -1.63909 3.19476 -2.00886
C -1.69423 3.55265 -3.35152
C 2.00605 1.52069 1.94598
C 0.35936 -4.40869 -4.72461
C -3.07160 1.00287 5.08923
C -0.77504 -0.96034 4.72327
H 2.71533 -4.49002 0.46792
H 2.53349 -1.99082 3.04972
H -3.94435 0.81632 3.17873
H 1.66780 2.84438 5.02038
H -0.28279 3.85899 3.84089
H 0.12948 0.58647 -4.91517
H 2.66598 0.90593 1.34762
H -4.18967 1.43072 -4.18311
H 2.51080 -5.64737 -1.67935
H -1.05123 4.32850 -3.74673
H 0.64720 -3.38227 -4.95968
H -0.25494 -0.53616 2.74350
H 3.23120 1.40250 3.69462
H -3.42359 0.24623 5.78915
H -2.05920 1.29639 5.35381
H 2.24140 1.92226 -5.06743
H 2.35436 1.93782 -0.79501
H 2.09305 -3.66193 2.63755
H -1.72367 -1.16698 5.20276
H -0.15691 -0.35970 5.39060
H 0.58501 -5.05583 -5.56584
H -3.71204 1.87754 5.18349
H -0.75514 -0.00051 -2.67323
H -3.95239 0.95180 -1.74968
H -2.69243 3.15548 -5.20371
H -0.27667 -1.91328 4.55270
H -0.40211 -2.75672 -2.97145
H 3.46000 -2.89658 1.83910
H -0.70895 -4.45184 -4.50647

=====

70
Properties=species:S:1:pos:R:3 method="wB97M-V/def2-TZVPD" homo_lumo_gap_ev="6.323 / 6.322" total_charge=+1 lumo_ha="-0.154 / -0.154" homo_ev="-10.52 / -10.52"
Ce -0.83746 -0.25783 -0.66709
I 3.13378 -2.17795 -7.73064
S -0.01789 2.02643 -1.73556
O -3.04337 1.03085 -0.28688
O -2.67981 -1.95795 -3.90480
O -1.40576 -0.65207 -2.61392
O 3.30402 -1.38543 -2.16937
O -2.89889 -1.50090 -0.08659
O -0.76707 -2.46036 0.91370
N 0.00438 1.23606 1.05401
N 0.96770 2.02841 0.79164
N 3.01118 3.75366 0.02588
N 2.00997 3.43310 -0.68560
N 1.26562 -1.02001 -0.99873
C 0.97705 0.21266 4.57799
C 2.28917 -1.20600 -1.61616
C -4.30053 0.39458 -0.08229
C -1.98698 -3.08129 1.30476
C -1.63120 -1.36016 -3.81225
C -4.15680 -0.98488 -0.66935
C -0.75240 -2.17392 -5.98971
C 3.48721 3.29401 1.29825
C 0.61988 -0.68578 -4.63259
C 1.52319 -1.66232 -6.58772
C 4.72942 1.67600 2.56005
C 3.36750 3.31411 3.63906
C 0.34579 -2.31483 -6.85900
C -0.57266 -1.38891 -4.86972
C -1.44134 -0.02789 4.21043
C -3.14646 2.42222 0.04371
C -0.31134 -0.14488 4.99640
C -2.87577 -2.91758 0.13209
C -0.00383 0.76210 2.41563
C 1.15068 0.66484 3.26355
C 1.66202 -0.83931 -5.50960
C 4.34730 2.19142 1.30482
C 2.99634 3.89400 2.45482
C 4.23832 2.23501 3.72251
C 0.44714 -3.07840 1.42415
C -1.28330 0.43505 2.93151
C 1.06190 2.50704 -0.40827
H 0.64431 -0.06217 -3.74995
H -3.89278 -3.25610 0.33506
H -4.61674 0.38414 0.96666
H 4.58854 1.67380 0.41288
H 2.61774 -0.36128 -5.30812
H -0.43830 -0.45780 6.03336
H -2.17092 2.89714 -0.20642
H 2.09881 0.96620 2.88489
H 1.22923 -2.48668 1.00690
H 5.29271 0.74904 2.65358
H 0.19523 -2.96563 -7.70882
H -2.11931 0.57198 2.29539
H -1.67146 -2.72766 -6.23696
H 2.94159 3.69093 4.57167
H 3.59213 4.45598 -0.41242
H -4.97927 -1.63268 -0.36246
H -1.86848 -4.15304 1.56479
H 0.37348 -3.00851 2.51824
H 4.51692 1.79508 4.67361
H -2.40691 -2.61415 2.22599
H -2.41439 -0.33635 4.60136
H 0.47922 -4.11365 1.11616
H -4.10691 -0.99921 -1.77812
H 1.86322 0.19593 5.18824
H -3.34762 2.49861 1.12298
H -2.50224 -3.44334 -0.76962
H -3.96001 2.87230 -0.50815
H -5.02905 0.95887 -0.67621
H 2.26455 4.67536 2.39634

=====

64
Properties=species:S:1:pos:R:3 method="wB97M-V/def2-TZVPD" homo_lumo_gap_ev=9.205 total_charge=0 smiles="Cc1ccc(N(C(=O)CCC(=O)Nc2ccccn2)[C@@H](C(=O)NC(C)C)c2ccc(F)cc2)cc1" lumo_ha=0.019 homo_ev=-8.68
F 5.20599 3.38967 1.25030
O -0.76628 -1.74415 -0.19214
O -3.78250 -1.08145 3.05109
O 1.84675 0.37467 -3.12083
N 0.74835 -1.53432 -2.61703
N -0.02043 0.36064 -0.43396
N -0.32043 -3.47187 3.22540
N -1.99969 -2.27581 2.27585
C 2.67214 2.02174 -0.93146
C -0.04178 2.56452 0.60547
C -0.24511 3.92734 0.51691
C -3.07680 -1.45735 2.14052
C 1.32736 -0.11845 -0.78151
C 4.01999 1.36181 1.41006
C -0.89055 3.69538 -1.77353
C -0.88444 5.99114 -0.74785
C 3.06742 0.50678 0.88769
C 0.53694 -1.98961 -3.97799
C -0.66978 4.51172 -0.67214
C 1.06791 -3.41215 -4.12529
C -1.42788 -3.33721 5.75467
C -2.06313 -2.72839 4.68939
C -3.31842 -1.02962 0.69748
C 2.38442 0.82665 -0.28105
C -2.32055 0.04607 0.25503
C -0.26631 1.76064 -0.50464
C -0.69140 2.32879 -1.69620
C -0.94930 -1.91270 -4.32381
C 1.35816 -0.38048 -2.30745
C 3.62695 2.88394 -0.42405
C 0.27258 -4.04769 4.25547
C -1.46507 -2.82603 3.43159
C -0.23436 -4.01465 5.54341
C 4.28343 2.54419 0.74363
C -0.97571 -0.53503 -0.13740
H 0.52263 -4.08689 -3.46853
H 4.55308 1.12374 2.31684
H 0.29630 -2.06523 -1.88090
H 2.85068 -0.41952 1.40011
H -1.11624 -2.24726 -5.34381
H 1.19934 -4.55866 4.02770
H 0.29858 2.11819 1.52797
H -4.32972 -0.62632 0.64309
H -1.73022 6.27988 -0.12444
H -1.44558 -2.46767 1.44073
H -2.18053 0.78249 1.04913
H 3.86206 3.81089 -0.92210
H -0.06559 4.55032 1.38058
H 1.10458 -1.30833 -4.62028
H -1.30766 -0.88990 -4.23233
H 2.12286 -3.44988 -3.86611
H -1.08478 6.30583 -1.76839
H -1.21484 4.13184 -2.70669
H -0.00739 6.52171 -0.38189
H -2.71716 0.57852 -0.61379
H -3.23785 -1.89449 0.03716
H -0.84569 1.70281 -2.56251
H 2.16635 2.27045 -1.84888
H 1.43904 -1.08453 -0.27396
H 0.94921 -3.75251 -5.15011
H -1.86129 -3.28542 6.74293
H -1.52435 -2.54517 -3.65013
H -2.98874 -2.19215 4.80910
H 0.28445 -4.50146 6.35391

=====

no.,molecular weight (g mol⁻¹)
1,765.757
2,818.645
3,476.552